# 1
Entry from OMol25: one molecule with the formula C3H5N3S at a distorted geometry (ωB97M-V/def2-TZVPD).

XYZ file:
```
12
Properties=species:S:1:pos:R:3:forces:R:3:mulliken_charge:R:1
C 0.756 0.532 1.106 0.85 -5.70 1.95 -0.191
C -0.305 -0.902 -0.093 -1.90 -1.97 -3.13 -0.297
C -0.501 1.397 -0.940 -1.72 0.56 3.05 -0.848
N 1.003 -1.161 1.668 0.11 5.55 -1.40 -0.564
N 0.013 0.387 0.035 -0.05 -0.54 0.58 0.145
N 0.349 -1.789 0.742 -1.37 4.03 -0.89 0.452
S 0.219 -3.399 0.551 -0.07 -2.10 0.03 -0.345
H 1.484 1.248 1.333 0.54 1.07 0.39 0.370
H -1.015 -1.210 -0.941 1.38 0.17 1.74 0.273
H -1.512 1.102 -1.234 0.15 -0.01 0.27 0.317
H -0.563 2.408 -0.442 0.29 -1.20 -0.59 0.325
H 0.073 1.386 -1.785 1.78 0.16 -2.01 0.363
```
Forces are in eV/Å.

Properties
Orbital gap (alpha / beta), hartree: 0.28815 / 0.28813
DFT total energy, a.u.: -679.5942
Total charge: 0
Energy above the lowest of the compared OMol25 structures with the same formula, charge and spin, eV: 5.199
LUMO level (alpha / beta), Ha: 0.00826 / 0.00824

=====

# 2
Entry from OMol25: one molecule with the formula C5H4O2 at a distorted geometry (ωB97M-V/def2-TZVPD).

XYZ file:
```
11
Properties=species:S:1:pos:R:3:forces:R:3:mulliken_charge:R:1
O -0.020 1.299 1.350 -0.40 -0.32 0.03 -0.443
C -0.043 0.784 0.115 -0.34 0.35 0.01 0.436
C -1.164 -0.158 -0.266 0.30 0.09 0.05 -0.493
C -0.207 -1.278 -0.461 0.25 -0.62 -0.05 -0.096
C 1.091 -0.944 -0.211 -0.50 -0.43 -0.71 -0.694
C 1.292 0.496 -0.386 0.57 -0.11 0.05 0.510
O 2.271 1.185 -0.519 -0.36 -0.10 -0.05 -0.507
H -1.822 -0.421 0.568 0.03 0.43 -0.06 0.265
H -1.746 0.167 -1.127 -0.10 -0.08 -0.01 0.282
H -0.546 -2.288 -0.669 0.14 -0.06 -0.05 0.377
H 0.896 1.158 1.606 0.40 0.83 0.77 0.363
```
Forces are in eV/Å.

Properties
Orbital gap (alpha / beta), hartree: 0.26336 / 0.29464
DFT total energy, a.u.: -343.2173
Total charge: 0
Energy above the lowest of the compared OMol25 structures with the same formula, charge and spin, eV: 4.765
LUMO level (alpha / beta), Ha: -0.03560 / -0.02701

=====

# 3
Entry from OMol25: a 3-piece molecular cluster, C21H29F9N2O4S overall at a distorted geometry (ωB97M-V/def2-TZVPD).

XYZ file:
```
66
Properties=species:S:1:pos:R:3:forces:R:3:mulliken_charge:R:1
C 3.056 -0.929 0.176 0.00 0.25 0.36 -0.672
C 2.586 0.169 0.794 0.30 -0.11 -0.08 -0.506
C 2.116 1.395 0.057 1.33 0.13 -0.01 -0.862
C 0.720 1.096 -0.542 0.05 -0.29 0.11 0.420
C 0.901 0.263 -1.735 -0.17 0.22 -0.25 -0.172
N 1.056 -0.299 -2.723 0.11 -0.12 0.16 -0.551
C -0.074 2.395 -0.896 0.05 0.61 -0.17 1.583
C -0.073 3.318 0.243 -0.45 -0.26 0.33 -0.611
N -0.137 3.997 1.166 0.19 0.06 -0.09 -0.588
C 0.616 3.086 -2.074 -0.22 0.08 -0.06 -0.727
C 0.293 2.995 -3.362 0.07 0.23 0.26 -0.777
S -1.827 2.065 -1.350 -0.66 0.77 -0.81 0.944
O -2.394 3.318 -1.739 0.10 0.19 0.34 -0.622
O -1.911 0.973 -2.263 0.30 -0.55 0.48 -0.464
C -2.711 1.628 0.258 0.30 -0.09 -0.25 0.439
F -1.912 0.811 0.974 -0.12 0.10 0.14 -0.287
F -2.911 2.756 0.928 -0.06 -0.05 0.04 -0.247
C -4.041 0.886 -0.059 0.09 -0.49 0.01 0.777
F -4.665 1.475 -1.088 0.00 0.24 0.06 -0.267
F -3.706 -0.367 -0.421 -0.01 0.00 -0.02 -0.280
C -5.018 0.773 1.138 -0.16 0.26 0.10 0.510
F -4.446 0.029 2.096 0.10 -0.14 -0.07 -0.288
F -5.274 1.989 1.648 -0.03 0.09 -0.09 -0.278
C -6.400 0.149 0.783 0.00 -0.04 0.48 0.630
F -6.273 -1.019 0.171 0.04 -0.05 -0.22 -0.231
F -7.050 -0.049 1.931 -0.05 -0.01 0.08 -0.251
F -7.116 0.981 0.043 0.01 0.02 -0.25 -0.233
H 2.759 -1.914 0.525 1.13 -0.05 0.71 0.257
H 3.764 -0.871 -0.646 -1.08 -0.02 -0.90 0.290
H 2.558 0.209 1.883 -1.33 -0.50 -0.05 0.468
H 2.801 1.610 -0.770 -0.09 0.17 0.02 0.459
H 2.093 2.253 0.729 -0.17 0.06 -0.10 0.573
H 0.157 0.493 0.173 -0.03 0.21 0.08 0.523
H 1.464 3.686 -1.752 0.58 -0.82 -0.10 0.455
H 1.084 3.044 -4.101 -0.19 0.95 -0.08 0.292
H -0.731 2.919 -3.704 0.12 -1.04 -0.06 0.289
C -1.488 -2.154 -4.368 0.06 -0.12 0.08 -0.764
C -0.850 -2.248 -5.744 -0.10 0.05 -0.01 -0.506
O 0.439 -2.837 -5.750 0.05 0.02 -0.07 -0.426
C 0.513 -4.164 -5.269 0.02 -0.05 0.06 -0.294
C -0.323 -5.160 -6.056 -0.07 0.07 -0.04 -1.049
H -0.830 -1.631 -3.676 -0.01 0.03 -0.04 0.100
H -2.432 -1.610 -4.432 0.01 0.02 -0.02 0.399
H -1.702 -3.140 -3.951 -0.06 0.00 -0.04 0.311
H -0.705 -1.246 -6.148 0.05 -0.01 0.00 0.333
H -1.515 -2.776 -6.438 0.00 -0.02 0.01 0.333
H 0.250 -4.203 -4.205 -0.03 0.00 -0.01 0.270
H 1.567 -4.434 -5.342 0.01 0.04 -0.01 0.352
H -1.391 -4.961 -5.963 0.00 -0.02 0.04 0.267
H -0.142 -6.171 -5.690 0.02 0.00 0.00 0.392
H -0.066 -5.121 -7.116 0.02 -0.02 0.00 0.281
C 3.265 -1.435 6.004 -0.09 0.07 -0.01 -1.024
C 4.271 -0.311 5.825 0.04 -0.07 0.04 -0.321
O 3.751 0.830 5.166 0.01 0.02 -0.12 -0.407
C 2.666 1.478 5.807 -0.07 0.04 0.03 -0.275
C 2.990 2.004 7.195 0.09 -0.07 0.02 -1.138
H 2.828 -1.713 5.043 0.02 -0.02 -0.01 0.250
H 3.756 -2.310 6.429 0.01 0.00 -0.01 0.387
H 2.451 -1.154 6.674 0.03 -0.01 0.04 0.274
H 5.092 -0.653 5.194 0.00 0.04 -0.02 0.335
H 4.709 -0.032 6.790 -0.03 0.00 0.01 0.312
H 1.791 0.818 5.843 0.01 -0.02 0.03 0.316
H 2.407 2.311 5.153 0.03 -0.02 -0.03 0.338
H 3.201 1.198 7.899 -0.05 0.00 0.01 0.268
H 2.144 2.570 7.585 0.00 0.02 -0.02 0.394
H 3.863 2.657 7.161 -0.02 0.03 -0.01 0.297
```
Forces are in eV/Å.

Properties
Orbital gap, hartree: 0.34911
DFT total energy, a.u.: -2524.8383
Total charge: 0
Energy above the lowest of the compared OMol25 structures with the same formula, charge and spin, eV: 0.000
LUMO level, Ha: 0.00657

=====

# 4
Entry from OMol25: C5H8O2 as an isolated structure (ωB97M-V/def2-TZVPD).

XYZ file:
```
15
Properties=species:S:1:pos:R:3:forces:R:3:mulliken_charge:R:1
C -0.926 1.282 -0.372 -0.02 0.11 0.11 -1.543
C -0.056 0.152 0.134 -0.36 0.00 -0.15 1.384
C -0.837 -0.920 0.881 -0.04 -0.01 -0.06 -1.493
C 0.919 -0.351 -0.920 0.08 -0.07 -0.06 -0.518
C 1.943 -0.245 0.227 0.44 -0.02 -0.04 0.388
O 3.060 -0.561 0.505 -0.79 0.12 -0.38 -0.550
O 1.094 0.520 0.984 -0.01 0.01 0.09 -0.413
H -0.319 2.120 -0.728 -0.06 -0.09 0.13 0.358
H -1.489 0.892 -1.232 0.07 0.11 0.23 0.351
H -1.643 1.632 0.373 0.09 0.04 -0.01 0.384
H -0.183 -1.740 1.201 -0.08 0.16 -0.14 0.364
H -1.285 -0.484 1.782 0.06 -0.05 -0.18 0.369
H -1.637 -1.331 0.257 0.09 0.07 0.07 0.338
H 0.619 -1.224 -1.502 0.60 -0.22 0.35 0.310
H 1.164 0.466 -1.608 -0.07 -0.17 0.02 0.271
```
Forces are in eV/Å.

Properties
Orbital gap, hartree: 0.41168
DFT total energy, a.u.: -345.7904
Total charge: 0
Energy above the lowest of the compared OMol25 structures with the same formula, charge and spin, eV: 0.396
LUMO level, Ha: 0.02629

=====

# 5
Entry from OMol25: one molecule with the formula C11H23N3O2 at a distorted geometry (ωB97M-V/def2-TZVPD).

XYZ file:
```
39
Properties=species:S:1:pos:R:3:forces:R:3:mulliken_charge:R:1
C -2.351 -1.756 1.165 -2.83 1.69 0.37 -0.656
C -3.101 -1.849 -0.184 -1.93 5.80 4.79 -1.183
C -4.233 -0.724 -0.245 -5.18 -12.18 0.33 -0.767
H -5.091 -1.185 -0.958 1.92 0.78 0.56 0.311
H -4.837 -0.944 0.613 -0.04 0.73 1.34 0.418
C -4.028 0.513 -0.591 3.01 9.11 -2.94 -0.432
N -3.252 1.160 0.500 11.10 -8.71 -11.93 -0.041
C -1.864 1.659 0.157 -2.06 0.38 4.87 0.482
O -1.421 2.411 1.017 0.27 0.43 -1.03 -0.677
N -1.082 1.076 -0.777 0.01 8.93 5.74 0.167
H -1.521 0.471 -1.167 -5.53 -9.46 -6.83 -0.070
C 0.211 1.376 -0.884 1.11 -12.21 -2.33 -2.098
H 0.564 2.083 -0.485 3.67 10.62 5.96 0.960
H 0.672 1.324 -1.783 0.43 -0.03 -3.59 0.604
C 1.012 0.202 -0.055 -1.40 2.37 4.61 -0.358
N 2.389 0.368 0.186 1.66 0.01 -4.73 0.045
C 3.128 -0.323 -1.068 -1.43 8.87 -0.45 -0.403
C 4.541 0.143 -1.028 2.28 -5.33 -3.19 -0.897
H 5.197 -0.153 -2.021 -1.52 -0.45 2.47 0.291
O 5.186 -0.240 0.166 2.92 -4.33 -9.08 -0.374
C 4.548 0.228 1.111 -6.57 7.31 4.85 -0.949
C 2.992 -0.033 1.403 4.28 -4.71 -5.69 -0.603
H 2.650 0.438 2.187 -1.68 2.51 4.20 0.610
H 2.944 -1.177 1.487 -0.30 0.99 0.53 0.229
H 5.122 -0.026 1.812 3.44 -2.50 7.30 0.721
H 4.780 1.350 1.207 -1.20 -0.30 -0.45 0.323
H 4.692 1.106 -1.164 -0.33 5.16 0.05 0.547
H 2.667 0.420 -2.046 1.02 -2.98 2.64 0.158
H 2.906 -1.298 -1.036 -0.62 -3.81 -0.45 0.498
H 0.767 -0.832 -0.202 -0.78 -0.74 -0.82 0.308
H 0.680 0.449 1.049 -0.56 -0.71 -1.89 0.280
H -3.682 1.679 0.984 -7.17 9.56 8.47 0.157
H -4.853 1.230 -0.785 -0.16 -1.01 -0.11 0.362
H -3.463 0.435 -1.617 -0.52 0.99 1.64 0.216
H -2.659 -1.785 -1.063 3.32 0.22 -3.70 0.546
H -3.650 -2.637 -0.197 -3.28 -5.47 -0.20 0.588
H -1.915 -0.773 1.018 0.36 0.03 1.48 0.024
H -3.016 -1.923 2.226 1.77 0.70 -3.40 0.257
H -1.632 -2.463 1.068 2.53 -2.25 0.57 0.406
```
Forces are in eV/Å.

Properties
Orbital gap, hartree: 0.33733
DFT total energy, a.u.: -747.2350
Total charge: 0
Energy above the lowest of the compared OMol25 structures with the same formula, charge and spin, eV: 12.651
LUMO level, Ha: 0.02740

=====

# 6
Entry from OMol25: a 5-piece molecular cluster, C25H36FIN5O5P overall at a distorted geometry (ωB97M-V/def2-TZVPD).

XYZ file:
```
74
Properties=species:S:1:pos:R:3:forces:R:3:mulliken_charge:R:1
C 0.974 -3.576 -3.597 -0.73 0.63 0.66 -0.744
C 0.810 -3.987 -2.033 -0.63 -0.79 -0.49 -0.148
C 1.978 -4.945 -1.481 0.25 1.17 1.25 -0.895
C 3.438 -4.256 -1.457 -0.32 -2.22 -1.09 -0.493
O 3.487 -3.016 -0.696 1.90 -0.69 -0.75 0.079
C 4.781 -2.390 -0.762 -0.63 0.69 2.27 0.306
P 4.953 -1.475 -2.423 -1.80 -0.28 -1.92 0.072
O 3.324 -1.023 -2.850 1.84 -0.31 2.14 -0.400
I 6.239 0.606 -2.229 -0.28 -0.10 0.42 -0.085
O 5.977 -3.243 -0.773 0.09 -0.20 1.85 -0.365
C 6.788 -2.939 0.370 1.34 -0.98 1.87 0.578
O 7.577 -3.677 1.013 -4.04 4.02 -4.01 -0.518
O 6.444 -1.546 0.652 -0.82 -2.21 0.26 -0.407
C 4.977 -1.610 0.631 1.59 -0.46 0.47 0.925
F 4.749 -2.525 1.753 -0.65 1.80 -2.16 -0.362
C 4.308 -0.156 0.765 0.48 -0.10 0.30 -0.686
N 3.375 0.000 1.919 -1.19 0.37 -1.32 -0.480
C 2.134 -0.865 1.753 0.33 -0.77 0.43 -0.453
H 0.169 -4.119 -4.217 1.54 0.68 0.84 0.235
H 2.034 -3.760 -3.999 -1.73 0.34 0.53 0.311
H 0.706 -2.451 -3.663 0.73 -1.79 -0.19 0.065
H -0.181 -4.591 -1.963 1.66 1.04 0.05 0.335
H 0.639 -3.050 -1.369 0.66 -1.64 -1.04 0.160
H 1.720 -5.203 -0.379 0.40 0.27 -1.80 0.315
H 2.096 -5.933 -2.057 -0.30 1.60 0.70 0.332
H 3.751 -4.109 -2.563 -0.29 0.10 1.80 0.316
H 4.153 -5.043 -0.987 -1.06 1.54 -0.76 0.218
H 2.792 -0.874 -2.029 0.35 -0.13 -0.87 0.354
H 5.180 0.586 0.948 -1.45 -1.26 -0.68 0.340
H 3.757 0.047 -0.233 1.06 -0.21 1.33 0.271
H 3.003 0.971 1.817 0.76 -0.92 0.23 0.243
H 2.326 -1.796 2.420 -0.66 1.42 -1.40 0.198
H 1.180 -0.316 2.123 1.73 -0.90 -0.72 0.353
H 2.044 -1.182 0.640 -0.24 0.37 1.80 0.013
N 0.594 3.044 3.405 0.00 0.03 -0.02 0.029
C 0.159 3.239 2.121 0.03 -0.03 -0.10 -0.695
C -1.213 3.150 2.120 0.20 0.06 -0.16 0.099
C -1.620 2.897 3.453 0.05 -0.09 0.27 -0.720
C -0.485 2.839 4.224 -0.06 -0.07 0.03 -0.627
H 1.557 3.050 3.701 -0.21 0.02 -0.03 0.198
H 0.860 3.423 1.321 -0.09 -0.01 0.05 0.444
H -1.852 3.256 1.256 0.07 -0.07 0.10 0.397
H -2.632 2.772 3.809 0.12 0.06 -0.02 0.442
H -0.352 2.670 5.282 -0.05 0.01 -0.12 0.431
N -2.170 3.346 -1.558 -0.05 -0.05 -0.08 0.025
C -1.172 2.836 -2.346 0.08 -0.01 0.03 -0.595
C -1.644 1.692 -2.942 0.27 0.09 -0.01 -0.522
C -2.978 1.508 -2.502 -0.22 0.02 0.19 -0.371
C -3.277 2.545 -1.652 -0.04 0.00 0.09 -0.690
H -2.100 4.181 -0.998 -0.02 -0.15 -0.14 0.239
H -0.214 3.330 -2.413 -0.10 -0.07 -0.02 0.396
H -1.091 1.059 -3.620 -0.05 0.09 0.05 0.482
H -3.647 0.706 -2.778 0.04 0.12 -0.05 0.654
H -4.178 2.781 -1.106 0.09 -0.05 -0.07 0.379
N -3.958 -2.224 -2.148 -0.05 -0.01 -0.04 0.005
C -2.959 -2.731 -2.934 0.12 0.00 0.00 -0.469
C -3.429 -3.877 -3.530 0.24 0.13 -0.01 -0.333
C -4.763 -4.063 -3.091 -0.23 0.07 0.14 -0.562
C -5.063 -3.026 -2.241 -0.04 -0.04 0.03 -0.503
H -3.889 -1.388 -1.588 0.02 -0.16 -0.11 0.258
H -2.002 -2.236 -3.000 -0.08 -0.07 -0.01 0.459
H -2.874 -4.509 -4.207 -0.05 0.08 0.06 0.403
H -5.430 -4.867 -3.367 0.06 0.10 0.03 0.381
H -5.965 -2.792 -1.696 0.09 -0.06 -0.07 0.384
N -5.366 6.086 3.841 0.01 0.01 0.04 0.011
C -5.269 5.633 5.130 -0.04 -0.06 0.04 -0.480
C -3.936 5.511 5.437 -0.23 -0.03 0.12 -0.436
C -3.201 5.911 4.294 0.03 0.16 -0.26 -0.272
C -4.109 6.263 3.326 0.07 -0.02 -0.04 -0.599
H -6.228 6.263 3.349 0.19 -0.03 0.12 0.193
H -6.155 5.435 5.715 0.12 0.01 -0.04 0.387
H -3.534 5.173 6.381 -0.05 0.04 -0.09 0.375
H -2.126 5.939 4.191 -0.13 -0.03 -0.01 0.421
H -3.971 6.623 2.317 0.02 -0.04 0.12 0.398
```
Forces are in eV/Å.

Properties
Orbital gap, hartree: 0.29200
DFT total energy, a.u.: -2362.9753
Total charge: 0
LUMO level, Ha: -0.01375

=====

total charge of number 4 (C5H8O2)?
0